No. 1
Density functional theory data (ωB97M-V with the def2-TZVPD basis set) for 7 unconnected molecules or ions with the total composition C6H26O7 at a distorted geometry.

Structure (XYZ):
```
39
Properties=species:S:1:pos:R:3:forces:R:3:mulliken_spin:R:1
O -4.463 -19.100 -6.449 -0.527 -0.070 1.207 0.0017
H -5.222 -19.036 -7.029 -0.401 0.028 -0.373 -0.0006
H -3.813 -18.515 -6.839 0.977 0.272 -0.407 0.0003
O -5.729 -19.049 -9.040 0.121 0.227 0.344 0.0000
H -5.540 -19.987 -9.036 0.198 -0.370 -0.120 0.0000
H -6.373 -18.936 -9.739 -0.275 0.148 -0.249 0.0000
O -2.141 -17.738 -7.390 -0.063 -0.088 0.969 0.0003
H -2.351 -17.649 -8.319 -0.335 0.408 -1.115 0.0003
H -1.343 -18.266 -7.374 0.259 -0.176 0.145 0.0000
O -6.883 -20.342 -4.861 0.189 0.436 0.207 0.0006
H -6.231 -21.028 -5.007 0.187 -0.298 -0.002 0.0000
H -7.348 -20.273 -5.695 -0.281 -0.020 -0.185 0.0001
O -3.423 -17.030 -9.775 0.790 -0.839 -0.131 0.0000
H -4.147 -17.589 -9.494 -0.493 -0.322 -0.127 -0.0001
H -3.617 -16.174 -9.393 -0.462 0.696 0.176 0.0001
C -4.291 -13.668 -6.430 -0.961 -0.896 1.769 0.0023
C -4.554 -15.008 -7.150 2.900 0.950 -0.891 -0.0045
C -5.890 -15.564 -7.046 -2.411 0.401 1.352 0.0045
O -4.279 -14.777 -8.501 -0.543 0.255 -2.796 0.0054
H -4.774 -13.765 -5.457 -0.048 0.139 0.329 0.0002
H -4.809 -12.811 -6.859 0.119 -0.271 -0.570 -0.0004
H -3.267 -13.402 -6.166 0.178 -0.283 -0.616 0.0001
H -3.835 -15.813 -6.996 0.432 -0.041 1.564 0.0035
H -6.059 -15.888 -6.019 0.113 -0.350 0.252 0.0020
H -6.207 -16.383 -7.693 0.520 0.179 -0.261 0.0007
H -6.608 -14.746 -7.098 -0.294 -0.015 -0.537 0.0016
H -3.498 -14.251 -8.687 0.069 0.277 0.522 -0.0003
C -4.132 -15.642 -3.211 -1.304 -0.036 -0.097 -0.0050
C -4.058 -16.958 -3.989 -1.101 1.114 1.767 0.0415
C -3.022 -17.918 -3.189 -0.224 -1.813 -0.727 0.2387
O -5.356 -17.565 -4.163 2.630 2.097 1.497 0.6517
H -3.198 -15.095 -3.074 0.128 -0.477 -0.332 -0.0013
H -4.582 -15.777 -2.227 0.265 -0.441 0.218 0.0059
H -4.859 -14.963 -3.655 0.105 0.047 -0.453 0.0153
H -3.627 -16.866 -4.986 0.239 -0.265 -0.591 0.0541
H -2.583 -18.601 -3.916 -0.001 0.081 -0.072 -0.0055
H -3.594 -18.551 -2.510 -0.091 0.352 0.170 -0.0024
H -2.208 -17.422 -2.660 -0.526 0.670 -0.245 0.0024
H -5.183 -18.334 -4.711 -0.080 -1.705 -1.592 -0.0130
```
Forces are in eV/Å.

Summary:
- ΔE to the lowest compared entry with this formula, charge and spin: 0.0000 eV
- HOMO energy (alpha / beta): -0.491 / -0.490 hartree
- Spin multiplicity: 2
- LUMO level (alpha / beta): -2.544 / -8.872 eV
- Frontier orbital gap (alpha / beta): 10.8 / 4.5 eV
- Expectation value of S²: 0.755
- Net charge: +1

---

No. 2
Density functional theory data (ωB97M-V with the def2-TZVPD basis set) for 6 unconnected molecules or ions with the total composition C6H27N2O5 at a distorted geometry.

Structure (XYZ):
```
40
Properties=species:S:1:pos:R:3:forces:R:3:lowdin_charge:R:1
N 0.710 -1.624 0.180 0.318 0.829 -1.439 0.1719
C 1.392 -0.441 -0.491 0.564 -0.387 1.530 -0.2821
C 2.887 -0.658 -0.291 0.386 0.114 0.063 -0.0357
C 0.939 0.817 0.280 -1.239 0.875 -0.703 -0.1883
N -0.299 0.589 1.050 0.195 -0.013 -0.880 -0.0345
C -2.782 0.655 0.862 0.065 -1.537 -1.446 -0.0588
C -1.469 1.261 0.420 0.373 0.709 0.338 -0.4411
C -1.429 2.749 0.805 -0.401 0.306 -1.184 -0.0504
H -0.283 -1.615 -0.029 -0.291 0.419 1.028 0.0967
H 0.981 -2.448 -0.335 0.615 -0.643 0.405 0.1305
H 0.924 -1.581 1.179 -0.415 -0.651 0.354 0.1028
H 1.067 -0.486 -1.526 0.099 0.335 -0.058 0.1314
H 3.107 -0.473 0.756 -0.024 -0.181 0.287 0.0896
H 3.245 -1.663 -0.523 -0.152 0.056 -0.258 0.0892
H 3.512 0.077 -0.795 -0.274 -0.064 -0.304 0.0755
H 0.825 1.609 -0.471 -0.313 -0.131 -0.005 0.1055
H 1.644 1.312 0.932 0.870 -0.806 0.176 0.1189
H -0.112 0.969 1.963 -0.405 0.100 0.338 0.1087
H -2.998 0.827 1.903 -0.276 0.311 0.249 0.0781
H -2.813 -0.434 0.692 0.505 0.051 0.371 0.0658
H -3.572 0.925 0.166 -0.323 0.830 0.406 0.0818
H -1.287 1.211 -0.666 -0.419 -0.389 0.344 0.1063
H -1.868 3.463 0.099 -0.510 -0.535 -0.312 0.0806
H -2.009 2.915 1.713 0.849 0.136 0.462 0.0835
H -0.393 3.053 0.712 0.293 0.289 1.076 0.0677
H -0.480 -1.722 -2.404 -0.123 -0.091 -0.411 0.0541
H 0.139 -3.074 -2.859 -0.149 0.076 -0.107 0.0788
O -0.282 -2.621 -2.121 0.012 -0.043 0.221 -0.0242
H -2.462 -3.595 0.849 -0.034 -0.111 0.624 0.0572
H -1.601 -3.236 -0.263 0.389 -0.099 -0.689 0.0058
O -1.541 -3.369 0.684 -0.391 0.122 -0.162 -0.0449
H 3.115 3.452 -0.619 0.147 0.119 -0.167 0.0545
H 3.511 2.481 -1.760 0.117 0.294 -0.071 0.0508
O 3.091 2.533 -0.899 -0.145 -0.284 0.134 -0.0410
H -1.879 1.254 -3.853 0.387 -0.375 0.062 0.0473
H -2.778 1.735 -2.817 -0.022 -0.198 0.574 0.0507
O -2.047 1.107 -2.911 -0.314 0.507 -0.691 -0.0654
H 1.584 -2.559 3.555 0.955 -1.297 0.535 0.0378
H 0.557 -1.521 3.751 -0.220 0.246 -0.190 0.0650
O 1.154 -1.874 3.084 -0.698 1.113 -0.498 -0.0200
```
Forces are in eV/Å.

Summary:
- ΔE to the lowest compared entry with this formula, charge and spin: 1.6301 eV
- HOMO energy: -0.446 hartree
- LUMO level: -2.499 eV
- Frontier orbital gap: 9.6 eV
- Net charge: +1

---

No. 3
Density functional theory data (ωB97M-V with the def2-TZVPD basis set) for 7 unconnected molecules or ions with the total composition C6H27NO6 at a distorted geometry.

Structure (XYZ):
```
40
Properties=species:S:1:pos:R:3:forces:R:3:lowdin_charge:R:1
C -1.486 -1.180 2.809 0.280 2.858 1.183 -0.0622
C -1.166 0.149 1.815 0.843 -3.089 4.588 -0.4133
C -2.034 1.179 2.468 -0.702 3.746 -3.528 -0.1261
C -1.456 -0.259 0.411 0.554 -1.478 -0.928 -0.1494
C -0.162 -0.917 -0.308 -2.499 0.201 0.366 -0.3938
C 1.020 -0.027 -0.261 -1.452 2.711 -1.900 -0.0804
N -0.549 -1.205 -1.695 0.864 0.069 -0.243 0.0503
H -1.239 -0.961 3.939 -0.337 -0.259 -2.206 0.1010
H -0.894 -1.973 2.497 1.198 -1.640 -0.516 0.0192
H -2.522 -1.507 2.778 -0.264 0.272 -0.206 0.0598
H -0.072 0.311 2.115 -1.400 0.030 -1.169 0.1241
H -3.035 1.109 1.958 0.578 0.088 0.806 0.0936
H -1.711 2.323 2.247 -0.520 -2.546 0.452 0.1234
H -2.146 1.069 3.501 -0.121 -0.191 1.548 0.0339
H -1.718 0.649 -0.135 -0.144 -0.236 -0.341 0.0825
H -2.343 -1.042 0.353 1.676 1.695 0.112 0.1597
H 0.088 -1.808 0.223 -0.007 -0.965 0.211 0.1232
H 1.577 0.039 0.575 1.194 -0.370 3.560 0.0098
H 0.743 1.074 -0.414 0.253 -1.370 -0.450 0.1271
H 1.775 -0.329 -0.931 0.554 -0.238 -1.553 0.0468
H -0.768 -2.134 -2.033 -0.040 0.325 0.794 0.0486
H -1.252 -0.544 -1.927 -0.806 0.057 -0.532 0.0226
O 3.005 1.786 1.343 -1.113 -0.006 0.658 -0.0842
H 3.017 2.204 0.484 0.027 0.142 -0.276 0.0318
H 2.051 1.825 1.634 1.310 -0.054 -0.468 0.0110
O 0.508 -4.374 -2.019 -1.228 -3.079 2.479 0.0068
H 1.238 -3.933 -2.320 2.138 2.113 -1.563 -0.0120
H -0.328 -4.098 -2.319 -0.907 0.842 -0.944 0.0031
O 4.063 -0.723 -2.639 0.821 -2.494 0.262 -0.0815
H 3.742 -1.478 -2.052 0.092 2.394 -1.039 0.0743
H 3.602 0.103 -2.612 -0.933 0.127 0.793 0.0011
O 0.956 2.357 3.034 -0.945 0.516 -2.575 -0.0002
H 1.774 2.564 3.396 2.456 0.738 1.033 0.0230
H 0.470 1.982 3.719 -1.531 -1.078 1.777 0.0220
O 0.806 1.216 -3.852 -0.128 0.579 0.260 -0.0584
H 1.598 0.876 -4.272 -0.143 -0.283 -0.172 0.0304
H 0.061 0.671 -4.117 0.326 -0.326 -0.138 0.0225
O -2.449 1.598 -2.095 -3.539 1.688 0.114 -0.0494
H -3.062 2.083 -2.736 1.526 -1.097 1.257 0.0950
H -1.705 1.325 -2.562 2.069 -0.391 -1.505 -0.0356
```
Forces are in eV/Å.

Summary:
- ΔE to the lowest compared entry with this formula, charge and spin: 2.5731 eV
- HOMO energy: -0.333 hartree
- LUMO level: 0.326 eV
- SMILES: CC(C)C[C@H](C)N.O.O.O.O.O.O
- Frontier orbital gap: 9.4 eV

---

No. 4
Density functional theory data (ωB97M-V with the def2-TZVPD basis set) for a molecular structure, C6H28AgO15P at a distorted geometry.

Structure (XYZ):
```
51
Properties=species:S:1:pos:R:3:forces:R:3:mulliken_spin:R:1
Ag -0.272 -3.870 1.255 0.085 -0.466 -0.190 0.0362
P -0.347 -1.064 0.856 0.682 3.254 0.002 0.0355
O -1.297 -2.074 1.555 -0.889 -0.555 0.481 0.4317
O 0.503 -0.326 1.889 -1.060 -0.649 -0.962 0.0489
O -1.085 -0.126 -0.110 1.267 -1.963 0.594 0.0238
O 0.573 -2.170 0.161 -0.639 0.108 0.363 0.4140
O 2.329 -1.338 -1.614 -0.120 0.094 0.205 0.0271
H 1.780 -1.605 -0.846 0.649 0.322 -0.574 -0.0086
H 2.345 -0.369 -1.575 0.026 -0.101 0.053 -0.0035
O 1.697 -1.701 3.848 -0.415 -0.021 -0.148 -0.0014
H 1.689 -2.627 3.594 0.088 0.015 0.016 0.0014
H 1.168 -1.234 3.144 0.506 -0.210 0.393 -0.0065
O -4.128 -2.616 1.650 0.013 -0.228 0.091 0.0005
H -4.178 -3.565 1.510 -0.055 0.036 -0.042 0.0000
H -3.197 -2.392 1.504 -0.121 0.183 -0.033 -0.0073
O 0.726 -4.274 -1.539 -0.392 -0.586 0.197 0.0015
H 0.738 -3.387 -1.151 0.103 0.170 -0.184 0.0046
H 1.074 -4.861 -0.860 0.337 0.029 -0.240 -0.0010
O -3.803 0.496 -0.880 -0.297 0.011 -0.126 -0.0001
H -4.391 1.204 -1.155 0.030 0.023 0.038 -0.0001
H -2.937 0.912 -0.818 -0.012 -0.015 0.098 0.0000
C -1.074 -0.831 -5.033 -0.155 0.380 1.021 -0.0003
C -0.467 -0.800 -3.610 1.114 0.060 -0.424 -0.0010
O -1.268 0.031 -2.822 -0.563 0.217 0.212 0.0005
O -2.486 -0.900 -4.920 -0.092 -0.160 -0.411 0.0000
H -0.726 -1.712 -5.570 0.003 0.053 -0.092 0.0000
H -0.817 0.082 -5.580 0.258 -0.061 -0.059 0.0000
H 0.549 -0.380 -3.589 0.026 -0.118 -0.534 0.0005
H -0.318 -1.821 -3.238 -0.591 0.008 0.226 0.0007
H -1.143 -0.113 -1.863 -0.125 -0.269 -0.298 -0.0013
H -2.717 -0.217 -4.274 0.009 -0.232 0.193 0.0000
C -0.395 3.200 -0.507 0.728 -0.473 -0.055 0.0002
C 1.023 2.571 -0.368 -1.317 0.077 1.280 0.0011
O 1.252 1.494 -1.252 0.410 0.087 -0.308 -0.0004
O -1.340 2.427 0.207 -0.306 -0.185 -0.166 -0.0006
H -0.728 3.314 -1.545 0.352 -0.063 -0.175 -0.0001
H -0.347 4.203 -0.074 -0.223 -0.054 0.216 0.0000
H 0.982 2.189 0.659 0.097 -0.108 0.075 -0.0006
H 1.844 3.284 -0.300 0.079 0.001 -0.955 0.0001
H 0.579 0.835 -1.036 -0.093 0.025 -0.081 -0.0002
H -1.245 1.442 0.034 0.271 1.239 0.342 -0.0003
C 1.651 2.624 3.806 -1.250 -0.345 -1.893 -0.0001
C 2.776 1.634 3.578 0.915 -0.778 0.584 0.0000
O 2.816 0.878 2.373 -0.481 1.082 -0.493 0.0011
O 0.336 2.069 3.636 0.402 -0.153 0.680 0.0002
H 1.713 3.356 2.985 0.388 0.318 0.320 0.0000
H 1.647 3.144 4.763 0.450 -0.189 0.090 0.0000
H 2.879 0.868 4.358 -0.340 0.392 0.459 0.0000
H 3.699 2.227 3.591 0.022 -0.053 0.040 0.0002
H 1.921 0.632 2.052 0.526 -0.069 0.326 0.0014
H 0.413 1.255 3.123 -0.302 -0.076 -0.152 0.0020
```
Forces are in eV/Å.

Summary:
- HOMO energy (alpha / beta): -0.247 / -0.246 hartree
- Spin multiplicity: 2
- LUMO level (alpha / beta): -0.192 / -1.512 eV
- Frontier orbital gap (alpha / beta): 6.5 / 5.2 eV
- Expectation value of S²: 0.763
- Net charge: -1